84
Properties=species:S:1:pos:R:3:forces:R:3:lowdin_charge:R:1 method="wB97M-V/def2-TZVPD" charge=+3 total_energy_ev=-78264.698 homo_ev="-15.890 / -15.891"
Pd 0.2856 0.2534 0.6989 0.4 0.3 -0.2 0.73
C -2.6067 1.6919 2.3179 -0.1 0.1 0.0 -0.10
C -2.4109 2.4057 0.9797 0.0 0.1 0.1 -0.52
C -2.9113 3.8547 1.0147 -0.1 0.0 0.0 -0.07
P -0.6670 2.3371 0.4666 0.0 -0.1 0.1 1.05
C -0.4016 3.0416 -1.1848 -0.1 0.0 0.0 -0.52
C -1.4626 2.5282 -2.1621 0.0 0.0 0.0 -0.08
C 1.0239 2.7437 -1.6553 0.0 0.0 -0.1 -0.10
C 0.3706 3.2502 1.6435 0.0 -0.1 0.1 -0.26
C 0.3682 4.6217 1.7916 0.1 0.1 0.0 -0.03
C 1.1826 5.2137 2.7629 0.0 0.0 -0.1 0.02
C 2.0151 4.4384 3.5660 0.0 0.0 0.0 0.00
C 2.0453 3.0646 3.4212 0.0 0.0 -0.1 0.03
C 1.2077 2.4665 2.4666 -0.1 0.1 0.0 -0.26
N 1.2193 1.1078 2.2004 0.0 -0.6 0.3 -0.04
C 1.6018 0.1302 3.0670 -0.1 0.5 -0.3 -0.26
C 1.4392 0.2143 4.4726 0.2 -0.1 0.3 0.03
C 1.6500 -0.9053 5.2251 -0.1 0.2 0.0 0.02
C 2.0313 -2.1274 4.6201 0.0 0.0 0.0 0.04
C 2.2069 -2.2331 3.2573 -0.1 0.0 0.0 -0.03
C 2.0502 -1.0998 2.4573 0.0 -0.1 0.0 -0.25
P 2.4077 -0.9572 0.7117 -0.2 -0.1 0.1 1.11
C 2.7110 -2.5460 -0.1127 0.1 -0.1 0.1 -0.51
C 1.5117 -3.4827 0.0422 0.1 -0.1 0.0 -0.09
C 4.0409 -3.2047 0.2952 0.0 0.0 -0.1 -0.06
C 3.7706 0.2499 0.4466 0.0 0.1 0.0 -0.51
C 4.2152 0.2031 -1.0188 0.0 0.0 0.0 -0.08
C 4.9201 0.0299 1.4369 0.0 0.0 -0.1 -0.06
H -3.6685 1.6792 2.5634 0.0 0.0 0.0 0.10
H -2.0932 2.2211 3.1238 0.0 0.0 0.0 0.09
H -2.2619 0.6568 2.2939 0.0 0.0 0.0 0.06
H -2.9303 1.8565 0.1882 0.0 0.0 0.0 0.11
H -2.4916 4.3953 1.8633 0.0 0.0 0.0 0.08
H -3.9945 3.8450 1.1389 0.0 0.0 0.0 0.11
H -2.6969 4.4046 0.0967 0.0 0.0 0.0 0.08
H -0.5122 4.1249 -1.0561 0.0 0.0 0.0 0.12
H -1.4337 1.4398 -2.2445 0.0 0.0 0.0 0.05
H -1.2583 2.9408 -3.1501 0.0 0.0 0.0 0.11
H -2.4712 2.8324 -1.8839 0.0 0.0 0.0 0.08
H 1.1356 1.6838 -1.8955 0.0 0.0 0.0 0.06
H 1.7787 3.0265 -0.9183 0.0 0.0 0.0 0.07
H 1.2248 3.3129 -2.5626 0.0 0.0 0.0 0.10
H -0.2576 5.2480 1.1692 0.0 0.0 0.0 0.12
H 1.1729 6.2893 2.8816 0.0 0.0 0.0 0.14
H 2.6605 4.9156 4.2911 0.0 0.0 0.0 0.14
H 2.7437 2.4699 3.9947 0.0 0.0 0.0 0.13
H 1.0544 1.1185 4.9236 0.0 0.0 0.0 0.13
H 1.4840 -0.8698 6.2939 0.0 0.0 0.0 0.14
H 2.1964 -2.9974 5.2432 0.0 0.0 0.0 0.14
H 2.5198 -3.1742 2.8315 0.0 0.0 0.0 0.11
H 2.7883 -2.2427 -1.1631 0.0 0.0 0.0 0.12
H 1.3238 -3.7677 1.0759 0.0 0.0 0.0 0.08
H 1.7080 -4.3985 -0.5148 0.0 0.0 0.0 0.11
H 0.6065 -3.0400 -0.3578 -0.1 0.0 0.0 0.04
H 4.0973 -3.4232 1.3604 0.0 0.0 0.0 0.08
H 4.9085 -2.6112 0.0169 0.0 0.0 0.0 0.07
H 4.1132 -4.1534 -0.2377 0.0 0.0 0.0 0.11
H 3.3171 1.2243 0.6409 0.0 0.0 0.0 0.09
H 4.7334 -0.7259 -1.2555 0.0 0.0 0.0 0.08
H 4.9165 1.0185 -1.1950 0.0 0.0 0.0 0.10
H 3.3841 0.3252 -1.7162 0.0 0.0 0.0 0.08
H 5.3948 -0.9426 1.3180 0.0 0.0 0.0 0.08
H 4.6018 0.1332 2.4751 0.0 0.0 0.0 0.08
H 5.6791 0.7894 1.2423 0.0 0.0 0.0 0.11
F -3.7549 -5.0213 -2.0877 0.0 0.1 0.0 0.16
C -3.8189 -3.9696 -2.8905 0.1 0.0 0.2 -0.13
C -4.5275 -4.0500 -4.0309 -0.1 0.1 -0.3 -0.11
F -5.1371 -5.1727 -4.3109 0.0 0.1 0.0 0.19
C -4.6473 -2.9286 -4.9609 0.4 0.0 0.6 0.01
C -3.9236 -1.7245 -4.5579 -0.2 -0.2 -0.2 -0.12
C -3.2142 -1.6764 -3.4215 0.1 -0.1 0.2 -0.13
F -2.5681 -0.5465 -3.0975 0.0 -0.1 0.0 0.11
C -3.1131 -2.7806 -2.5106 -0.1 0.1 -0.2 0.00
C -2.3902 -2.6984 -1.3429 0.2 0.0 0.6 -0.12
C -1.6232 -1.5686 -0.9463 -0.1 0.0 -0.4 -0.09
N -0.9402 -0.7280 -0.5553 0.1 -0.3 0.1 0.07
C -2.2864 -3.7313 -0.3460 0.2 0.1 -0.2 -0.18
N -2.0685 -4.4606 0.5148 0.0 0.0 0.1 0.22
F -3.9591 -0.6589 -5.3227 0.0 0.0 0.0 0.18
C -5.3740 -2.9945 -6.1015 -0.4 0.0 -0.7 -0.07
C -6.0661 -4.1762 -6.5360 0.2 0.2 0.2 -0.12
N -6.6183 -5.1208 -6.8835 -0.1 0.0 -0.1 0.28
C -5.5336 -1.8820 -6.9997 0.0 -0.2 0.2 -0.12
N -5.7236 -1.0058 -7.7165 0.0 0.0 -0.1 0.27